{"formula": "C4H5Br9Cl2", "method": "the ωB97M-V functional and the def2-TZVPD basis", "symbols": ["C", "Cl", "Cl", "H", "H", "C", "Br", "Br", "Br", "H", "C", "Br", "Br", "Br", "H", "C", "Br", "Br", "Br", "H"], "coordinates": [[6.51390, 19.12689, 23.17333], [7.58005, 19.37152, 21.77980], [6.90154, 17.52948, 23.90866], [6.82064, 19.86543, 23.91398], [5.46123, 19.14280, 22.89095], [0.89469, 18.40353, 21.72341], [2.59805, 18.45237, 22.76826], [-0.34450, 16.98459, 22.45785], [1.39333, 18.04969, 19.79954], [0.34281, 19.34191, 21.77801], [4.93159, 22.63833, 24.00211], [4.37243, 20.90459, 24.86179], [3.50466, 23.97626, 24.18899], [5.54796, 22.33941, 22.10187], [5.80204, 23.01347, 24.54035], [4.89254, 15.66808, 21.42423], [4.23160, 15.97899, 19.56948], [6.58809, 14.51424, 21.30467], [3.58571, 14.78636, 22.64290], [5.17918, 16.62301, 21.86475]], "atomic_forces_ev_per_a": [[1.081, -0.517, 0.257], [-0.246, -0.009, -0.230], [-0.417, 0.251, -0.069], [-0.493, -0.118, -0.238], [0.368, 0.149, -0.013], [0.477, -1.401, -0.394], [-1.378, 0.180, -0.566], [1.072, 1.145, -0.665], [-0.858, 0.456, 1.562], [0.428, -0.193, 0.056], [-0.307, -0.520, -0.423], [0.228, 1.497, -0.396], [0.780, -0.760, -0.290], [-0.708, 0.296, 1.556], [-0.292, -0.213, -0.126], [0.434, -1.268, -0.462], [0.517, -0.380, 1.445], [-1.490, 1.089, 0.196], [0.859, 0.636, -1.044], [-0.054, -0.320, -0.158]], "lowdin_charge": [-1.0848, 0.4893, 0.5011, -0.0211, -0.0617, -1.3929, 0.5011, 0.5020, 0.4770, -0.0216, -1.4338, 0.5493, 0.5559, 0.5431, -0.0254, -1.4440, 0.4957, 0.4575, 0.5056, -0.0922], "de_lowest_kcal_mol": 21.8}

{"formula": "C58H66ClN3O4SeSr", "method": "the ωB97M-V functional and the def2-TZVPD basis", "symbols": ["Sr", "C", "C", "C", "C", "C", "C", "C", "Se", "C", "C", "C", "C", "C", "C", "O", "C", "C", "C", "C", "C", "C", "C", "C", "C", "O", "C", "C", "C", "C", "C", "C", "H", "H", "H", "H", "H", "H", "H", "H", "H", "H", "H", "H", "H", "H", "H", "H", "H", "H", "H", "H", "H", "H", "H", "H", "H", "H", "H", "H", "H", "H", "H", "H", "H", "H", "H", "H", "H", "H", "H", "H", "O", "C", "C", "C", "C", "N", "C", "C", "C", "C", "C", "C", "O", "C", "C", "N", "H", "H", "H", "H", "H", "H", "H", "H", "H", "H", "H", "H", "C", "C", "C", "C", "N", "C", "C", "C", "C", "C", "C", "C", "H", "H", "H", "H", "H", "H", "H", "H", "Cl", "C", "C", "C", "C", "C", "C", "C", "H", "H", "H", "H", "H", "H"], "coordinates": [[-0.62482, -0.54131, -1.29424], [-0.29391, 0.62531, 6.43533], [-1.73822, 0.63752, 5.93791], [-2.51892, -0.43596, 6.70725], [-2.34262, 2.01105, 6.26038], [-1.82738, 0.37564, 4.43499], [-0.71952, 0.17044, 3.63075], [-0.83891, -0.02905, 2.25812], [0.78239, -0.21717, 1.21259], [1.18387, 1.64893, 0.91487], [1.80814, 2.37000, 1.91701], [2.06478, 3.72729, 1.78051], [1.69038, 4.31549, 0.56967], [1.08167, 3.62684, -0.47403], [0.80274, 2.23992, -0.31961], [0.20551, 1.54773, -1.24424], [0.71143, 4.32135, -1.78833], [1.46187, 3.66548, -2.95699], [-0.80211, 4.22434, -2.02696], [1.07193, 5.80687, -1.77853], [2.72526, 4.49432, 2.92651], [4.11407, 3.91250, 3.22076], [1.86176, 4.37664, 4.19053], [2.89123, 5.97745, 2.60226], [-2.09959, -0.06047, 1.61518], [-2.22020, -0.24913, 0.33045], [-3.24799, 0.15369, 2.44097], [-3.07418, 0.35845, 3.79947], [-4.63899, 0.19301, 1.79926], [-4.69944, 1.34055, 0.78166], [-5.75017, 0.43234, 2.82151], [-4.94733, -1.13468, 1.09256], [-0.27851, 0.81198, 7.51287], [0.30760, 1.39752, 5.95129], [0.18970, -0.33658, 6.25309], [-2.46771, -0.25407, 7.78587], [-2.11000, -1.42819, 6.50410], [-3.57098, -0.44425, 6.41606], [-2.27657, 2.22157, 7.33301], [-3.39446, 2.05854, 5.97219], [-1.81480, 2.79885, 5.71901], [0.27845, 0.17931, 4.04948], [2.07842, 1.84601, 2.82825], [1.88666, 5.36803, 0.42879], [1.20611, 2.61454, -3.07082], [2.54279, 3.72381, -2.80371], [1.22500, 4.19162, -3.88795], [-1.12167, 3.18568, -2.04583], [-1.05844, 4.68869, -2.98550], [-1.34864, 4.74617, -1.23517], [2.14454, 5.97145, -1.64672], [0.54279, 6.35503, -0.99380], [0.78667, 6.23965, -2.74129], [4.05270, 2.85509, 3.48319], [4.58755, 4.44321, 4.05357], [4.75953, 3.99616, 2.34402], [1.73710, 3.33516, 4.49196], [0.86502, 4.78673, 4.01300], [2.31896, 4.91823, 5.02559], [3.52454, 6.13354, 1.72652], [3.36014, 6.48513, 3.45050], [1.92963, 6.45884, 2.41001], [-3.95514, 0.52203, 4.40750], [-4.56629, 2.30028, 1.28838], [-5.67239, 1.34883, 0.27819], [-3.91688, 1.23248, 0.03499], [-5.62952, 1.38391, 3.34509], [-5.80473, -0.36337, 3.56975], [-6.70761, 0.46132, 2.29401], [-4.24024, -1.31292, 0.28607], [-5.96011, -1.10765, 0.67759], [-4.89242, -1.96529, 1.80292], [4.29044, -7.00106, -0.07867], [4.76973, -5.86944, -0.80431], [3.71974, -4.79319, -0.84506], [4.03836, -3.54060, -1.32834], [3.05528, -2.56741, -1.40994], [1.78151, -2.79960, -1.05872], [1.49158, -3.99236, -0.56203], [2.41323, -5.01994, -0.43388], [0.04290, -4.22042, -0.13711], [-0.36210, -5.42890, 0.40352], [-1.70311, -5.62040, 0.72206], [-2.16101, -6.91181, 1.34498], [-1.51077, -7.17460, 2.58650], [-2.58536, -4.59044, 0.47060], [-2.09686, -3.40337, -0.05399], [-0.80940, -3.21853, -0.33795], [4.93444, -7.70960, -0.17640], [5.02029, -6.15263, -1.83196], [5.67552, -5.46623, -0.34124], [5.03974, -3.29914, -1.66747], [3.27334, -1.59589, -1.84461], [2.14478, -5.98562, -0.03688], [0.34683, -6.22473, 0.58614], [-1.91294, -7.75476, 0.69872], [-3.24771, -6.89057, 1.46885], [-1.42907, -6.33771, 3.05688], [-3.64175, -4.68915, 0.69160], [-2.75219, -2.55748, -0.21934], [-4.24003, 1.92260, -3.75842], [-4.45754, 1.22919, -4.93952], [-3.75170, 0.07108, -5.18675], [-2.82065, -0.40646, -4.25515], [-2.61152, 0.28302, -3.11920], [-3.30205, 1.40052, -2.88935], [-2.02792, -1.67465, -4.47104], [-2.30406, -2.44986, -5.60576], [-1.59528, -3.61600, -5.84447], [-0.60260, -3.99478, -4.94219], [-0.35827, -3.20769, -3.82281], [-1.04926, -2.01374, -3.52026], [-4.76220, 2.83856, -3.51816], [-5.17194, 1.59327, -5.66989], [-3.91169, -0.46390, -6.11090], [-3.07948, 1.90457, -1.95560], [-3.06830, -2.16538, -6.32101], [-1.80432, -4.21339, -6.72491], [-0.02301, -4.89596, -5.12126], [0.43809, -3.54086, -3.15881], [8.49357, 0.08614, -5.57438], [6.82790, 0.06330, -4.94909], [6.36491, 1.07431, -4.10881], [5.07983, 1.06642, -3.61895], [4.11649, 0.02751, -3.93608], [2.83904, -0.01681, -3.42299], [4.65663, -0.98578, -4.82416], [5.95179, -0.96146, -5.29402], [7.03317, 1.88632, -3.83922], [4.76469, 1.87287, -2.96451], [2.47535, 0.74387, -2.74023], [2.17059, -0.83060, -3.68326], [4.00150, -1.79273, -5.13703], [6.29336, -1.75038, -5.95736]], "atomic_forces_ev_per_a": [[-0.144, -1.515, -2.173], [0.058, 0.012, 0.052], [-0.023, -0.010, -0.052], [-0.023, -0.052, 0.017], [-0.011, 0.060, 0.008], [-0.028, -0.004, -0.023], [0.078, 0.025, -0.140], [0.078, 0.025, 0.129], [0.414, 0.295, 1.203], [0.004, 0.026, 0.027], [-0.100, -0.090, 0.016], [0.030, -0.010, -0.068], [-0.038, -0.048, -0.039], [0.156, 0.177, 0.081], [-0.338, -0.294, -0.258], [0.682, 1.149, 0.447], [0.012, -0.092, 0.091], [0.067, 0.022, -0.036], [-0.068, 0.016, -0.021], [0.045, 0.099, -0.031], [-0.049, -0.030, -0.057], [0.046, -0.037, -0.016], [-0.049, 0.007, 0.039], [0.022, 0.109, 0.030], [-0.101, 0.002, -0.596], [-0.403, 0.076, 1.101], [-0.071, -0.015, 0.187], [-0.024, -0.028, -0.059], [0.108, 0.008, 0.002], [-0.028, 0.071, -0.031], [-0.085, 0.006, 0.066], [-0.030, -0.049, 0.009], [0.016, 0.002, -0.003], [-0.038, 0.013, -0.002], [-0.035, -0.012, -0.003], [0.002, 0.003, -0.004], [0.009, 0.013, -0.002], [0.012, 0.000, -0.003], [0.005, -0.006, -0.002], [0.013, -0.007, -0.007], [0.012, -0.016, 0.004], [0.016, -0.005, -0.012], [0.005, 0.002, 0.003], [0.008, 0.025, 0.013], [-0.058, 0.057, 0.023], [-0.013, 0.039, 0.010], [-0.004, -0.038, -0.009], [0.045, 0.011, -0.011], [-0.004, 0.000, 0.013], [0.006, 0.004, 0.001], [-0.003, -0.035, -0.012], [-0.013, -0.021, 0.000], [0.004, 0.022, 0.018], [-0.015, 0.011, -0.002], [-0.002, 0.002, 0.001], [-0.014, 0.007, -0.001], [0.017, 0.005, -0.020], [0.014, 0.007, -0.005], [0.002, 0.005, -0.006], [0.011, -0.036, 0.008], [-0.008, 0.010, -0.012], [-0.004, -0.026, 0.018], [-0.004, 0.007, 0.030], [-0.006, -0.002, -0.001], [0.011, 0.004, 0.006], [-0.009, -0.040, 0.027], [0.012, 0.002, -0.026], [0.021, -0.013, -0.023], [-0.004, 0.005, 0.028], [-0.063, 0.079, 0.039], [0.006, -0.008, -0.017], [0.005, 0.002, -0.002], [0.153, -0.005, -0.076], [-0.112, -0.043, 0.067], [-0.176, -0.258, 0.146], [0.179, 0.285, -0.109], [-0.374, -0.262, -0.100], [0.437, 0.411, 0.027], [-1.107, -0.184, 0.410], [0.443, -0.092, -0.093], [0.829, 0.216, -0.389], [-0.235, -0.229, 0.155], [0.278, -0.183, -0.037], [0.072, 0.028, -0.013], [-0.024, 0.003, 0.005], [-0.258, 0.170, 0.006], [0.322, -0.064, 0.052], [-0.349, 0.219, 0.051], [-0.083, 0.088, 0.016], [-0.004, -0.007, -0.022], [0.017, -0.004, 0.030], [-0.006, -0.012, 0.020], [-0.042, 0.130, 0.042], [0.041, 0.022, -0.035], [-0.092, 0.007, 0.020], [-0.007, -0.015, -0.016], [-0.031, -0.005, 0.043], [-0.013, -0.013, -0.008], [0.013, -0.001, 0.009], [0.067, 0.000, -0.037], [-0.013, -0.011, -0.027], [-0.075, 0.052, -0.043], [-0.020, -0.021, -0.083], [0.237, -0.242, 0.081], [-0.075, -0.021, 0.013], [0.202, -0.166, 0.040], [-0.352, 0.539, 0.092], [0.088, -0.155, -0.039], [0.036, 0.055, 0.071], [-0.117, 0.125, 0.001], [-0.021, 0.010, -0.092], [0.092, -0.407, -0.191], [-0.014, -0.001, -0.010], [0.001, -0.001, 0.007], [-0.026, 0.049, 0.011], [0.028, -0.001, 0.032], [0.011, -0.030, 0.017], [-0.006, -0.006, -0.008], [0.005, -0.011, 0.005], [-0.030, 0.016, 0.028], [-0.276, -0.002, 0.109], [0.038, -0.030, -0.024], [0.059, 0.158, 0.076], [-0.107, -0.089, -0.040], [0.262, -0.076, 0.025], [0.148, 0.061, -0.030], [-0.032, 0.079, 0.093], [-0.030, -0.120, -0.114], [-0.008, -0.007, 0.021], [-0.001, 0.002, 0.000], [0.003, 0.009, -0.072], [-0.073, 0.073, -0.088], [0.000, -0.016, 0.005], [-0.013, -0.004, 0.008]], "lowdin_charge": [1.2723, -0.0729, -0.5633, -0.0599, -0.0551, -0.1943, -0.0808, -0.3826, 1.0669, -0.3835, -0.0887, -0.1917, 0.0132, -0.0872, -0.3943, -0.3603, -0.5331, -0.0384, -0.0472, -0.0873, -0.5639, -0.0566, -0.0577, -0.0793, -0.3902, -0.3484, -0.0883, 0.0008, -0.5327, -0.0408, -0.0859, -0.0463, 0.0778, 0.0750, 0.0851, 0.0747, 0.0861, 0.0722, 0.0755, 0.0731, 0.0870, 0.0832, 0.0928, 0.0764, 0.0644, 0.0865, 0.0799, 0.0526, 0.0802, 0.0860, 0.0812, 0.0785, 0.0763, 0.0756, 0.0743, 0.0883, 0.0653, 0.0877, 0.0751, 0.0833, 0.0759, 0.0835, 0.0856, 0.0893, 0.0815, 0.0547, 0.0792, 0.0807, 0.0769, 0.0548, 0.0788, 0.0863, -0.0705, -0.2059, -0.1932, -0.0048, -0.0785, 0.1155, -0.2119, 0.0330, -0.1803, 0.0365, -0.2039, -0.2161, -0.0641, -0.0044, -0.0914, 0.0968, 0.0811, 0.1274, 0.1224, 0.1209, 0.0798, 0.0968, 0.1120, 0.1217, 0.1102, 0.0901, 0.1109, 0.0862, -0.0804, -0.0910, -0.0332, -0.2117, 0.0718, -0.1398, -0.2358, -0.0849, -0.1338, -0.1275, -0.1651, -0.1514, 0.0935, 0.0954, 0.0863, 0.0955, 0.0763, 0.0795, 0.0819, 0.0560, 0.4812, -0.7252, -0.1817, -0.0872, -0.3699, -0.0789, -0.0958, -0.1865, 0.0826, 0.0845, 0.0185, 0.0293, 0.0866, 0.0808], "charge": -2, "de_lowest_kcal_mol": 32.6}

{"formula": "C18H22FN5S", "method": "the ωB97M-V functional and the def2-TZVPD basis", "symbols": ["C", "C", "N", "C", "C", "C", "C", "F", "C", "C", "C", "N", "N", "C", "S", "C", "C", "N", "C", "C", "C", "C", "C", "N", "C", "H", "H", "H", "H", "H", "H", "H", "H", "H", "H", "H", "H", "H", "H", "H", "H", "H", "H", "H", "H", "H", "H"], "coordinates": [[-0.31204, 4.45111, -1.28903], [-0.92734, 3.39280, -0.37790], [0.03510, 2.38195, -0.01706], [1.02984, 2.48190, 0.94175], [1.29848, 3.52163, 1.81758], [2.35461, 3.37393, 2.69846], [3.11443, 2.20911, 2.69200], [4.13541, 2.11359, 3.57141], [2.87206, 1.15544, 1.83453], [1.81364, 1.30010, 0.94914], [1.25948, 0.45720, -0.06712], [1.57416, -0.73681, -0.53617], [0.83692, -1.22381, -1.48734], [-0.20166, -0.53866, -1.95940], [-1.11864, -1.26432, -3.25274], [-0.95142, -3.00927, -2.75833], [-1.90213, -3.28240, -1.58982], [-1.61232, -2.38035, -0.49419], [-2.74521, -1.67739, 0.06812], [-3.59174, -2.55486, 0.99671], [-2.70858, -3.11474, 2.10951], [-1.52085, -3.85835, 1.50266], [-0.76442, -2.93217, 0.54350], [-0.58245, 0.69235, -1.60109], [0.16265, 1.18495, -0.63010], [0.03838, 3.99045, -2.20924], [-1.05596, 5.20278, -1.53725], [0.52966, 4.93734, -0.80086], [-1.31563, 3.85078, 0.53658], [-1.74015, 2.88016, -0.89737], [0.70793, 4.42399, 1.82130], [2.60385, 4.15573, 3.39811], [3.47636, 0.26394, 1.85055], [0.08820, -3.15639, -2.47525], [-1.20590, -3.61118, -3.62818], [-1.79839, -4.33708, -1.30195], [-2.92725, -3.12414, -1.93435], [-3.34874, -1.27582, -0.74927], [-2.34961, -0.82864, 0.63871], [-4.02484, -3.37782, 0.42295], [-4.40943, -1.96644, 1.41614], [-3.28599, -3.78345, 2.75186], [-2.34070, -2.29047, 2.72619], [-1.88055, -4.73619, 0.96030], [-0.84396, -4.20177, 2.28611], [0.06845, -3.45474, 0.06994], [-0.34819, -2.09313, 1.11179]], "atomic_forces_ev_per_a": [[-0.110, -0.143, 0.141], [-0.085, 0.321, -0.217], [-0.206, -0.089, -0.096], [0.564, -0.313, 0.347], [-0.056, -0.038, -0.068], [0.121, -0.135, 0.029], [-0.052, -0.062, -0.074], [-0.021, 0.002, -0.021], [-0.035, 0.269, 0.129], [0.068, 0.397, 0.266], [-0.843, 0.212, -0.618], [0.536, 0.512, 0.832], [0.131, -0.588, -0.557], [-0.041, 0.628, 0.135], [-0.172, -0.365, -0.318], [-0.207, 0.333, 0.042], [0.202, -0.003, -0.188], [-0.200, -0.033, 0.087], [-0.312, -0.094, 0.020], [0.199, 0.250, 0.086], [-0.115, -0.245, -0.158], [0.084, 0.272, 0.026], [0.034, -0.266, 0.080], [-0.030, 0.161, 0.061], [0.447, -0.939, -0.142], [0.037, -0.015, -0.087], [-0.048, 0.118, -0.049], [0.069, 0.072, 0.008], [-0.043, -0.114, -0.069], [0.017, 0.067, 0.156], [-0.060, 0.109, -0.003], [0.040, 0.061, 0.076], [0.103, -0.095, 0.038], [-0.034, -0.147, -0.091], [0.055, -0.039, -0.066], [-0.103, -0.014, 0.029], [0.013, -0.075, 0.057], [0.055, 0.063, 0.027], [-0.071, 0.058, 0.002], [-0.081, -0.032, -0.034], [-0.093, -0.019, -0.022], [0.026, 0.062, 0.073], [0.000, 0.040, 0.082], [0.016, -0.080, 0.003], [0.031, -0.094, 0.006], [0.077, 0.066, 0.033], [0.094, -0.039, 0.010]], "lowdin_charge": [-0.0630, -0.1808, 0.0048, -0.1502, -0.0026, -0.0050, -0.2735, 0.0513, 0.0687, -0.0882, -0.1481, 0.1114, 0.0061, -0.6722, 0.9620, -0.4309, -0.2611, -0.2130, -0.1987, -0.1800, -0.2066, -0.1797, -0.1989, 0.1607, -0.2188, 0.0789, 0.0742, 0.0693, 0.1213, 0.1186, 0.1107, 0.1180, 0.1300, 0.0604, 0.0717, 0.1174, 0.1153, 0.1167, 0.1189, 0.1104, 0.1079, 0.1062, 0.1113, 0.1050, 0.1093, 0.1193, 0.1156], "smiles": "CCn1c2ccc(F)cc2c2nnc(SCCN3CCCCC3)nc21"}

Across the entries above, Kohn-Sham gap takes the values 9.09, 3.61, 7.84 eV, respectively.
Across the entries above, LUMO energy takes the values -0.92, 3.44, -0.03 eV, respectively.